a:
Computed, not measured: a 2-piece molecular cluster, C4H10N4O overall, with ωB97M-V/def2-TZVPD.

Summary:
Molecular weight = 130.2 g/mol
SMILES string = [H]/N=C(\N)NC.CN=C=O
Frontier orbital gap = 0.343 Ha
HOMO energy = -8.68 eV

ORCA input file:
```
! RIJCOSX wB97M-V def2-TZVPD def2/J DEFGRID3
* xyz 0 1
H -1.42 -1.31 2.23
N -1.04 -0.57 1.65
C -0.38 -0.83 0.60
N -0.71 -1.92 -0.21
N 1.11 -0.36 0.53
C 1.62 0.71 1.39
H -0.95 -2.77 0.29
H -0.15 -2.08 -1.03
H 1.72 -1.17 0.68
H 1.44 0.54 2.46
H 2.67 0.94 1.20
H 1.12 1.63 1.10
C -1.57 1.14 -1.60
N -0.41 0.41 -1.18
C 0.85 0.58 -1.24
O 1.74 1.15 -1.78
H -1.99 0.72 -2.52
H -2.32 1.00 -0.82
H -1.33 2.19 -1.75
*
```

b:
Computed, not measured: a 2-piece molecular cluster, C4H10N4O overall, with ωB97M-V/def2-TZVPD.

Summary:
Molecular weight = 130.2 g/mol
SMILES string = NC(N)=NO.C=CN=C
Frontier orbital gap = 0.305 Ha
HOMO energy = -7.54 eV

ORCA input file:
```
! RIJCOSX wB97M-V def2-TZVPD def2/J DEFGRID3
* xyz 0 1
N -1.28 0.84 0.49
C -1.84 0.09 -0.51
N -3.23 0.20 -0.60
N -1.28 -0.37 -1.59
O 0.02 -0.89 -1.50
H -0.28 1.00 0.38
H -1.80 1.53 1.00
H -3.71 0.14 0.29
H -3.67 -0.22 -1.40
H 0.02 -1.60 -2.17
C 1.25 -1.14 1.88
C 1.88 -0.62 0.84
N 1.60 0.66 0.32
C 2.31 1.20 -0.57
H 0.33 -0.72 2.26
H 1.60 -2.04 2.35
H 2.80 -1.08 0.46
H 3.15 0.77 -1.12
H 2.13 2.24 -0.80
*
```

c:
Computed, not measured: one molecule with the formula C4H10N4O, with ωB97M-V/def2-TZVPD.

Summary:
Molecular weight = 130.2 g/mol
SMILES string = [H]/N=C(\N)O/C(=N/[H])NCC
Frontier orbital gap = 0.361 Ha
HOMO energy = -8.99 eV

ORCA input file:
```
! RIJCOSX wB97M-V def2-TZVPD def2/J DEFGRID3
* xyz 0 1
H 2.39 -1.81 1.08
N 1.55 -1.19 0.86
C 1.84 -0.39 -0.06
N 3.12 0.10 -0.48
O 0.89 0.39 -0.74
C 0.08 1.21 0.07
N 0.66 1.92 0.98
H 0.17 2.57 1.60
N -1.22 1.18 -0.29
C -1.80 -0.09 -0.78
C -2.08 -1.10 0.38
H 3.13 0.92 -1.25
H 3.64 -0.79 -0.87
H -1.89 1.60 0.30
H -2.77 0.31 -1.18
H -1.15 -0.50 -1.62
H -2.97 -0.81 0.95
H -2.41 -2.20 0.13
H -1.19 -1.31 0.94
*
```

d:
Computed, not measured: C4H10N4O as an isolated structure, with ωB97M-V/def2-TZVPD.

Summary:
Molecular weight = 130.2 g/mol
Frontier orbital gap = 0.311 Ha
HOMO energy = -7.75 eV

ORCA input file:
```
! RIJCOSX wB97M-V def2-TZVPD def2/J DEFGRID3
* xyz 0 1
C 1.51 -0.23 -0.18
C -2.30 -0.31 0.44
N -1.02 -0.11 -0.23
C -0.61 1.61 -0.72
C 0.22 0.23 0.51
N 2.25 -1.23 0.57
O 1.18 -0.76 -1.46
N -1.32 2.04 -1.62
N 0.10 0.51 1.76
H 1.92 -1.32 -1.72
H -0.80 -0.70 -1.02
H 2.16 0.65 -0.30
H 1.62 -1.87 1.04
H 2.85 -0.80 1.26
H -0.94 2.66 -2.33
H 1.00 0.70 2.19
H -2.22 0.11 1.44
H -3.08 0.21 -0.13
H -2.54 -1.38 0.49
*
```

Bottom line: c, by a margin of 0.0587 hartree.

a:
Computed, not measured: C27H26FeN3OP as an isolated structure, with ωB97M-V/def2-TZVPD.

Summary:
Molecular weight = 495.3 g/mol
Frontier orbital gap (alpha / beta) = 0.227 / 0.253 Ha
HOMO energy (alpha / beta) = -6.24 / -7.14 eV

ORCA input file:
```
! RIJCOSX wB97M-V def2-TZVPD def2/J DEFGRID3
* xyz 0 5
Fe -6.05 -8.79 13.64
C -10.56 -8.20 16.42
C -10.22 -7.40 15.14
C -11.17 -6.47 14.67
C -10.93 -5.75 13.48
C -9.66 -5.82 12.93
C -8.69 -6.64 13.41
C -8.97 -7.54 14.50
P -7.81 -8.88 14.99
C -8.65 -10.50 14.98
C -8.49 -11.41 16.06
C -8.97 -12.68 15.96
C -9.75 -13.17 14.90
C -10.07 -12.25 13.92
C -9.43 -10.99 13.89
C -9.80 -10.07 12.71
C -6.95 -8.92 16.51
C -7.41 -8.52 17.77
C -6.40 -8.48 18.80
C -5.20 -9.12 18.62
C -4.77 -9.61 17.40
C -5.64 -9.57 16.29
C -5.23 -10.23 15.07
H -10.39 -9.24 16.33
H -11.57 -8.02 16.76
H -9.89 -7.73 17.18
H -12.08 -6.38 15.24
H -11.65 -5.07 13.08
H -9.46 -5.34 11.98
H -7.75 -6.74 12.90
H -8.02 -11.03 16.96
H -8.77 -13.35 16.78
H -9.97 -14.26 14.88
H -10.84 -12.44 13.18
H -9.59 -10.58 11.79
H -9.17 -9.17 12.67
H -10.87 -9.84 12.76
H -8.44 -8.25 18.03
H -6.62 -8.04 19.77
H -4.57 -9.33 19.45
H -3.76 -10.07 17.24
H -5.79 -11.04 14.67
H -4.17 -10.20 14.80
O -7.11 -10.37 9.84
C -6.68 -10.06 10.88
N -6.39 -9.83 12.03
N -5.11 -6.23 15.29
C -4.72 -6.18 13.97
C -4.24 -5.02 13.39
C -3.82 -5.06 12.03
C -4.02 -6.25 11.30
C -4.49 -7.37 11.98
N -4.90 -7.30 13.27
H -4.49 -5.61 15.78
H -5.02 -7.23 15.64
H -4.18 -4.12 13.99
H -3.24 -4.25 11.54
H -3.72 -6.38 10.26
H -4.55 -8.38 11.52
*
```

b:
Computed, not measured: C27H26FeN3OP as an isolated structure, with ωB97M-V/def2-TZVPD.

Summary:
Molecular weight = 495.3 g/mol
Frontier orbital gap (alpha / beta) = 0.199 / 0.239 Ha
HOMO energy (alpha / beta) = -5.40 / -6.53 eV

ORCA input file:
```
! RIJCOSX wB97M-V def2-TZVPD def2/J DEFGRID3
* xyz 0 5
Fe 8.71 12.07 9.83
C 12.48 10.57 9.19
C 12.67 11.90 9.97
C 13.88 12.07 10.65
C 14.03 13.01 11.71
C 12.86 13.73 12.05
C 11.78 13.77 11.20
C 11.65 12.87 10.09
P 10.47 13.20 8.75
C 11.46 13.16 7.20
C 12.59 13.98 7.20
C 13.46 13.87 6.13
C 13.24 12.99 5.03
C 12.08 12.22 5.00
C 11.15 12.28 6.04
C 9.94 11.38 6.10
C 10.05 14.91 8.98
C 9.78 15.50 7.72
C 8.42 15.86 7.26
C 7.19 15.64 7.92
C 6.89 14.98 9.15
C 7.84 14.49 10.03
C 6.42 13.05 11.34
H 12.78 9.70 9.78
H 13.21 10.59 8.39
H 11.45 10.40 8.83
H 14.63 11.34 10.52
H 15.07 13.24 12.13
H 12.79 14.25 13.00
H 11.03 14.55 11.39
H 12.66 14.80 7.98
H 14.36 14.42 6.14
H 13.94 13.14 4.21
H 11.91 11.58 4.16
H 9.54 11.15 5.06
H 9.13 11.89 6.69
H 10.10 10.40 6.56
H 10.53 15.95 7.08
H 8.30 16.32 6.26
H 6.35 16.18 7.46
H 5.87 14.82 9.38
H 5.46 13.42 11.02
H 6.36 12.27 12.09
O 9.41 15.82 11.20
C 9.13 15.09 10.23
N 7.58 13.28 10.72
N 7.24 9.51 8.20
C 8.13 9.13 9.15
C 8.52 7.79 9.40
C 9.42 7.47 10.39
C 10.08 8.56 11.02
C 9.74 9.85 10.72
N 8.69 10.14 9.93
H 6.55 8.78 7.99
H 6.79 10.38 8.38
H 8.00 7.07 8.66
H 9.69 6.41 10.56
H 10.94 8.42 11.62
H 10.23 10.66 11.28
*
```

Bottom line: a, by a margin of 0.2157 hartree.

a:
Computed, not measured: a 2-piece molecular cluster, C3H8N3O2 overall, with ωB97M-V/def2-TZVPD.

Summary:
Molecular weight = 118.1 g/mol
Frontier orbital gap (alpha / beta) = 0.288 / 0.246 Ha
HOMO energy (alpha / beta) = -14.52 / -13.79 eV

ORCA input file:
```
! RIJCOSX wB97M-V def2-TZVPD def2/J DEFGRID3
* xyz 1 1
C -0.24 -0.67 -1.31
C 0.91 0.55 0.69
C -0.49 0.17 -0.07
N -5.52 -0.60 -1.04
N -1.39 -0.42 0.85
N -2.63 -0.28 0.83
O -5.17 -0.01 -0.19
O -3.21 0.36 -0.04
H 0.00 -1.74 -1.28
H -1.11 -0.74 -1.98
H 0.59 -0.13 -1.79
H 0.50 0.58 1.70
H 1.34 1.51 0.40
H 1.65 -0.21 0.33
H -1.10 1.16 -0.19
H -1.09 -0.98 1.71
*
```

b:
Computed, not measured: an isolated ion of composition C3H8N3O2 and charge +1, with ωB97M-V/def2-TZVPD.

Summary:
Molecular weight = 118.1 g/mol
SMILES string = O=NN1CC[NH2+][C@H]1O
Frontier orbital gap = 0.351 Ha
HOMO energy = -13.50 eV

ORCA input file:
```
! RIJCOSX wB97M-V def2-TZVPD def2/J DEFGRID3
* xyz 1 1
O -2.45 1.94 0.39
N -2.13 0.89 -0.23
N -0.96 0.45 0.14
C 0.23 1.18 0.64
C 1.11 -0.05 0.87
N 1.11 -0.78 -0.45
C -0.31 -0.83 -0.92
O -0.97 -1.94 -0.67
H -0.12 1.82 1.39
H 0.55 1.87 -0.09
H 2.21 0.23 1.20
H 0.61 -0.74 1.58
H 1.82 -0.39 -1.10
H 1.52 -1.70 -0.17
H -0.38 -0.31 -1.82
H -1.82 -1.65 -0.79
*
```

Bottom line: b, by a margin of 0.0737 hartree.